A molecular structure, C5H11N3S in a non-equilibrium geometry, computed with ωB97M-V/def2-TZVPD.

Properties
Total charge: 0
Electronic energy: -20664.5007 eV
LUMO: 0.65 eV
Largest force on an atom: 4.8 eV Å⁻¹
HOMO level: -0.30634 Ha
Energy relative to the best compared isomer or geometry (same formula, charge and spin): 90.5 kcal/mol

```
20
Properties=species:S:1:pos:R:3:forces:R:3
C 0.556 0.162 1.344 -0.404 -0.451 1.781
C -0.491 1.552 -0.461 -1.308 -0.905 -0.402
C -0.590 0.364 0.428 -0.145 -4.439 -1.943
C 1.692 -0.723 3.119 -0.262 0.041 -0.452
C -1.417 -0.521 -3.206 0.325 1.293 0.447
N 0.337 1.295 -1.574 1.422 0.563 -1.480
N 0.521 -0.637 2.356 -1.899 1.469 -2.744
N -0.320 -0.996 -0.800 -1.159 2.311 0.973
S 0.256 -0.110 -2.220 -1.796 -0.962 1.223
H 1.409 0.821 1.191 0.388 -0.004 -0.256
H -1.396 2.053 -0.722 -1.339 -0.244 -0.280
H -0.072 2.242 0.168 1.753 2.282 1.286
H -1.521 -0.013 0.890 0.331 0.653 -0.441
H 2.361 0.058 2.843 1.339 0.236 -0.239
H 1.965 -1.735 2.960 1.356 -0.896 0.099
H 1.454 -0.610 4.128 -0.384 0.084 1.852
H -1.448 -0.078 -4.234 0.529 -0.232 0.888
H -2.219 0.005 -2.611 0.694 -1.119 -0.501
H -1.466 -1.621 -3.292 -0.223 0.637 0.428
H 0.388 -1.508 -0.305 0.782 -0.316 -0.240
```
Positions in Å, forces in eV/Å.